{
  "formula": "C35H78B2IN11O19P3",
  "method": "the ωB97M-V functional and the def2-TZVPD basis",
  "species": ["C", "C", "C", "N", "C", "C", "C", "O", "O", "C", "C", "C", "O", "N", "C", "C", "C", "P", "P", "O", "O", "O", "O", "C", "B", "N", "O", "P", "O", "O", "O", "C", "I", "B", "N", "O", "H", "H", "H", "H", "H", "H", "H", "H", "H", "H", "H", "H", "H", "H", "H", "H", "H", "H", "H", "H", "H", "H", "H", "H", "H", "H", "H", "H", "H", "C", "O", "N", "C", "C", "H", "H", "H", "H", "H", "H", "H", "C", "O", "N", "C", "C", "H", "H", "H", "H", "H", "H", "H", "C", "O", "N", "C", "C", "H", "H", "H", "H", "H", "H", "H", "C", "O", "N", "C", "C", "H", "H", "H", "H", "H", "H", "H", "C", "O", "N", "C", "C", "H", "H", "H", "H", "H", "H", "H", "C", "O", "N", "C", "C", "H", "H", "H", "H", "H", "H", "H", "C", "O", "N", "C", "C", "H", "H", "H", "H", "H", "H", "H"],
  "coordinates": [[-5.5260, 1.2980, -1.8116], [-4.7790, 0.3376, -1.6419], [-4.0128, -0.9028, -1.1192], [-3.9689, -1.2366, 0.3453], [-5.3837, -1.7684, 0.5357], [-6.0737, -1.9334, 1.9204], [-7.4369, -2.7323, 1.6217], [-7.7352, -3.7196, 2.2850], [-8.2912, -2.3747, 0.5758], [-3.0127, -2.4342, 0.4522], [-1.5503, -2.4697, -0.0140], [-0.9164, -1.9707, -1.3447], [-1.2779, -2.3107, -2.4796], [0.2511, -1.0650, -1.2834], [0.2198, -0.0778, -2.3953], [1.4563, -1.9724, -1.3539], [-3.0353, -2.9615, 1.9695], [-1.6646, -4.1756, 2.5155], [-2.3198, -5.1717, 4.3436], [-1.0813, -5.7457, 4.9692], [-3.1226, -4.0682, 5.3193], [-3.3568, -6.4811, 4.0417], [-3.1364, -2.0377, 3.0232], [-3.0872, -0.6185, 2.7638], [-4.0496, -0.0845, 4.0225], [-3.8991, 1.1979, 4.7544], [-5.0398, -0.9565, 4.6113], [-1.4109, -0.0290, 3.4082], [-1.2051, 1.4369, 3.5686], [-1.4206, -0.6181, 5.0191], [-0.0447, -0.6743, 2.7233], [-3.5429, -0.1487, 1.2938], [-1.8627, 0.9935, 0.3293], [-4.5342, 1.1408, 1.4968], [-3.9764, 2.4927, 1.8764], [-5.9469, 1.1811, 1.2445], [-5.9276, 2.3488, -1.8759], [-4.5261, -1.7921, -1.6254], [-3.0472, -0.8064, -1.6742], [-5.5455, -2.7770, 0.0189], [-6.1586, -1.1325, -0.0204], [-5.5988, -2.5400, 2.7326], [-6.4472, -0.9872, 2.4359], [-8.8555, -3.1756, 0.4440], [-3.5115, -3.2705, -0.1511], [-0.8485, -2.0915, 0.8059], [-1.2634, -3.5827, -0.1045], [0.6842, 0.8830, -1.9801], [0.9027, -0.3723, -3.2607], [-0.8110, 0.1871, -2.7675], [2.2562, -1.5662, -2.0569], [1.1735, -3.0266, -1.6789], [1.8646, -2.0431, -0.2958], [-3.9496, -3.6583, 2.0028], [-1.5614, -5.2272, 1.5309], [-4.0216, -3.9627, 4.9322], [-4.2626, -6.1449, 3.8781], [-4.7360, 1.7880, 4.7348], [-3.6217, 1.0413, 5.7353], [-5.7598, -0.3492, 4.8933], [-1.0162, -1.5112, 5.0155], [0.0646, -1.6353, 2.9374], [-4.5870, 2.8847, 2.6038], [-4.0612, 3.1209, 1.0580], [-6.4399, 1.2883, 2.0834], [3.7132, 2.2418, 1.7220], [3.2723, 1.4991, 0.8561], [2.9591, 2.9631, 2.5938], [3.5497, 3.8282, 3.5998], [1.5143, 2.8632, 2.5134], [4.7955, 2.3847, 1.8629], [3.2339, 3.4900, 4.5900], [3.2034, 4.8522, 3.4361], [4.6383, 3.8048, 3.5441], [1.2192, 1.8240, 2.6655], [1.1893, 3.1773, 1.5175], [1.0433, 3.4917, 3.2681], [3.6133, -3.3974, 1.0097], [2.3951, -3.3169, 1.0611], [4.3784, -4.1712, 1.8121], [5.8229, -4.2145, 1.6913], [3.7328, -4.9841, 2.8271], [4.1996, -2.8216, 0.2756], [6.1325, -5.2387, 1.4708], [6.2702, -3.8946, 2.6350], [6.1675, -3.5576, 0.8923], [3.0349, -5.6725, 2.3455], [3.1722, -4.3355, 3.5036], [4.4740, -5.5488, 3.3913], [-1.7955, -0.0554, -5.4777], [-0.9372, 0.8073, -5.4165], [-3.1341, 0.1691, -5.5057], [-4.0949, -0.9129, -5.5791], [-3.6172, 1.5373, -5.4606], [-1.5352, -1.1254, -5.5163], [-4.6961, -0.7970, -6.4839], [-4.7467, -0.8728, -4.7018], [-3.5917, -1.8800, -5.6064], [-3.2157, 2.0881, -6.3138], [-3.2654, 2.0124, -4.5418], [-4.7064, 1.5580, -5.4904], [-10.4525, 0.6078, 1.2429], [-10.3604, 1.6751, 1.8200], [-11.2937, 0.3418, 0.2114], [-11.3393, -0.9600, -0.4224], [-12.1725, 1.3927, -0.2698], [-9.8318, -0.2586, 1.5271], [-11.0915, -0.8497, -1.4812], [-12.3466, -1.3717, -0.3250], [-10.6283, -1.6415, 0.0425], [-11.5696, 2.2400, -0.6034], [-12.8172, 1.7235, 0.5470], [-12.7838, 1.0300, -1.0955], [7.1096, 3.1867, 1.8075], [6.6794, 2.9397, 2.9239], [8.3256, 2.8260, 1.3391], [8.7648, 3.1580, -0.0034], [9.2201, 2.0828, 2.2080], [6.5106, 3.7459, 1.0696], [8.9827, 2.2370, -0.5443], [9.6653, 3.7647, 0.0583], [7.9936, 3.7147, -0.5393], [8.7375, 1.1488, 2.5051], [9.4208, 2.6727, 3.1053], [10.1554, 1.8659, 1.6945], [3.8485, 0.6005, -7.3219], [4.4558, 0.7541, -8.3645], [2.9149, 1.4521, -6.8257], [2.2299, 1.2017, -5.5718], [2.5925, 2.6516, -7.5746], [4.0185, -0.2780, -6.6771], [1.1547, 1.1377, -5.7569], [2.4324, 2.0276, -4.8840], [2.5713, 0.2688, -5.1207], [2.2271, 2.3695, -8.5646], [3.4960, 3.2536, -7.6948], [1.8312, 3.2323, -7.0543], [11.8637, 3.0538, -1.1553], [11.3523, 2.3783, -0.2791], [13.0524, 3.6965, -1.0538], [13.5983, 4.4841, -2.1418], [13.8025, 3.5925, 0.1846], [11.3765, 3.1969, -2.1339], [14.5662, 4.0693, -2.4328], [13.7309, 5.5151, -1.8056], [12.9315, 4.4730, -3.0043], [14.0261, 2.5419, 0.3816], [13.1954, 3.9799, 1.0057], [14.7308, 4.1585, 0.1164]],
  "forces_ev_per_angstrom": [[1.5, 0.0, 0.4], [-1.0, 0.2, 1.8], [-0.9, 1.0, -4.4], [0.0, -0.9, -0.2], [-3.4, -0.6, 0.1], [-1.9, 0.0, 0.6], [-0.6, -2.0, 0.8], [0.9, 1.9, -1.0], [1.6, -0.3, 0.8], [0.1, -2.8, 0.4], [3.0, 0.0, 0.4], [0.5, 1.3, -3.1], [-0.7, 0.1, 2.7], [-1.2, -1.4, -0.3], [1.0, 1.2, -0.3], [0.9, -0.2, 1.1], [-1.9, -2.4, -1.1], [1.3, 1.0, -0.3], [0.4, -2.7, 2.3], [-2.1, 1.5, -1.3], [0.2, -1.7, -2.3], [0.4, 2.8, 0.2], [0.0, 0.2, -1.0], [-0.3, -0.5, 0.7], [-1.2, -0.1, 2.5], [-0.3, -0.3, -0.7], [0.7, 1.2, -2.2], [3.1, 2.5, 2.9], [-0.8, -2.0, -1.1], [-0.1, -0.6, -3.0], [-2.3, -1.1, 0.8], [0.6, 2.3, 0.5], [-0.3, -0.7, 0.0], [-1.2, 2.4, -0.9], [-0.6, -1.3, 0.0], [1.1, -1.7, 1.2], [0.4, -2.0, -0.2], [0.8, 1.1, 0.9], [-0.4, -0.4, 1.4], [1.2, 1.3, 0.6], [1.7, -0.3, 0.6], [-0.2, 0.6, -1.1], [0.9, -1.0, -1.0], [0.3, 0.7, 0.3], [0.4, 1.4, 0.8], [-1.0, -0.2, -1.1], [-0.8, 1.4, 0.3], [-0.6, -1.2, -0.5], [-1.3, 0.2, 0.9], [1.1, -0.5, 0.4], [-1.2, -0.4, 0.9], [0.4, 1.3, 0.2], [-0.3, 0.0, -1.7], [0.7, 1.4, 0.0], [-0.7, 0.4, 0.6], [0.5, 0.4, 0.6], [0.4, -0.5, 0.0], [0.5, -0.1, 0.2], [-0.2, 0.1, -0.7], [0.8, -0.7, 0.5], [-0.4, 0.4, 0.4], [0.1, 0.7, -0.4], [0.3, 0.1, -0.4], [0.3, -0.4, 0.6], [0.0, 0.4, -0.8], [0.0, 0.3, 0.3], [-0.3, 0.1, 0.1], [0.5, -0.3, -0.4], [-0.1, 0.0, -0.1], [0.2, -0.3, -0.2], [-0.3, 0.0, 0.2], [0.1, 0.2, 0.0], [0.0, 0.0, 0.2], [-0.1, -0.1, -0.1], [-0.2, 0.1, 0.0], [-0.1, 0.0, 0.1], [0.1, -0.1, 0.0], [0.4, -0.2, 0.3], [0.0, -0.4, 0.6], [-0.3, 0.4, -0.5], [-0.1, -0.1, 0.2], [-0.3, 0.1, -0.1], [0.0, 0.0, 0.0], [0.1, 0.1, 0.0], [0.1, 0.0, -0.1], [-0.1, 0.0, 0.1], [0.0, 0.0, 0.2], [0.0, -0.2, 0.0], [0.0, 0.1, -0.1], [-0.2, -0.1, -0.1], [-0.5, 0.1, 0.0], [0.5, -0.2, 0.1], [0.0, 0.3, 0.0], [0.3, 0.1, 0.0], [-0.1, 0.0, 0.0], [-0.1, -0.2, 0.1], [-0.1, -0.1, -0.1], [0.0, 0.1, 0.0], [-0.1, 0.1, 0.1], [-0.1, 0.1, -0.1], [0.1, -0.1, 0.0], [-0.2, 0.0, -0.2], [0.0, -0.1, -0.2], [0.5, -0.1, 0.4], [-0.2, 0.3, -0.1], [0.1, 0.2, 0.2], [0.0, -0.1, -0.1], [0.0, -0.2, 0.0], [0.1, -0.1, -0.1], [-0.1, 0.2, 0.0], [-0.2, 0.0, 0.0], [0.0, 0.1, -0.1], [0.1, -0.1, 0.1], [0.6, -0.1, -0.2], [0.2, -0.1, 0.0], [-0.7, 0.3, 0.1], [-0.4, 0.1, 0.1], [-0.1, 0.0, 0.2], [0.1, 0.0, -0.1], [0.1, 0.2, -0.1], [-0.2, 0.0, -0.1], [-0.1, -0.1, 0.2], [0.1, 0.0, 0.1], [0.0, -0.1, 0.0], [-0.2, 0.1, -0.1], [-0.2, 0.2, 0.0], [-0.2, 0.1, 0.1], [0.4, -0.5, 0.0], [-0.2, 0.3, -0.3], [0.2, -0.1, -0.2], [-0.1, 0.0, 0.1], [0.2, 0.0, 0.3], [-0.1, -0.1, 0.1], [0.1, 0.1, -0.1], [0.0, 0.2, 0.0], [-0.1, 0.1, -0.1], [0.1, -0.1, 0.0], [0.5, 0.1, 0.0], [0.8, -0.1, -0.1], [-0.6, -0.2, -0.2], [0.1, 0.0, 0.2], [-0.2, -0.2, 0.1], [0.0, 0.0, 0.0], [0.0, 0.1, -0.1], [0.1, 0.0, -0.2], [0.0, 0.0, 0.1], [0.1, 0.1, 0.1], [0.1, -0.1, 0.1], [-0.1, 0.0, -0.1]],
  "mulliken_charge": [-0.036, -1.153, 0.771, 1.550, -1.067, 0.681, 0.194, -0.600, -0.375, 0.669, 0.120, -1.368, -0.554, 0.641, -0.891, -0.841, -0.442, 0.163, 0.823, -0.601, -0.458, -0.507, -0.475, 2.399, 0.377, -0.440, -0.798, -0.437, -0.641, -0.593, -0.276, -2.034, 0.328, 0.782, -0.421, -0.658, 0.407, 0.754, -0.687, 0.389, 0.650, -0.232, 0.010, 0.316, 0.540, -0.347, 0.377, 0.210, 0.335, 0.193, 0.432, 0.237, 0.333, 0.425, 0.081, 0.334, 0.344, 0.244, 0.218, 0.291, 0.328, 0.275, 0.187, 0.253, 0.304, 0.178, -0.637, 0.227, -0.812, -0.897, 0.170, 0.316, 0.337, 0.229, 0.183, 0.244, 0.419, 0.219, -0.744, 0.188, -0.921, -0.915, 0.208, 0.340, 0.344, 0.319, 0.271, 0.274, 0.378, 0.138, -0.702, 0.200, -0.897, -1.025, 0.284, 0.387, 0.276, 0.290, 0.340, 0.262, 0.387, 0.276, -0.624, 0.099, -0.551, -0.942, 0.135, 0.348, 0.385, -0.076, 0.299, 0.298, 0.384, 0.154, -0.690, 0.136, -0.814, -0.922, 0.250, 0.341, 0.241, 0.334, 0.305, 0.305, 0.341, 0.108, -0.590, 0.201, -0.773, -1.001, 0.259, 0.362, 0.301, 0.219, 0.313, 0.329, 0.371, 0.112, -0.604, 0.095, -0.904, -0.938, 0.305, 0.341, 0.340, 0.294, 0.297, 0.277, 0.385],
  "total_charge": 1,
  "total_energy_ev": -130166.5643,
  "homo_lumo_gap_ev": 6.43,
  "lumo_energy_ev": -3.525,
  "homo_energy_ev": -9.95
}